No. 1
# C23H26NO3Sc

A molecular structure, C23H26NO3Sc in a non-equilibrium geometry (the ωB97M-V functional and the def2-TZVPD basis, OMol25).

Structure (XYZ):
```
54
Properties=species:S:1:pos:R:3:mulliken_charge:R:1
Sc -0.96167 1.91366 0.93066 0.463
O -1.74337 0.21363 1.29101 -0.713
O -0.34155 3.34582 2.41900 -0.540
O -2.41605 3.29284 1.69009 -0.549
N -1.12301 -1.93739 1.53857 0.070
C 2.94604 1.01347 -0.48677 -0.946
C 2.82518 0.59602 0.87655 0.090
C -1.85989 2.74007 -1.18162 -0.941
C -1.54423 -2.88443 -3.30939 -0.469
C 2.98872 1.76836 1.69916 -1.320
C 2.38300 -1.06638 2.68292 -2.022
C 2.96522 2.42670 -0.51284 -0.603
C 2.99595 2.89704 0.84100 -0.751
C 2.02103 -0.64760 1.27737 3.195
C -0.60682 -3.23784 -2.33439 -0.613
C -2.76038 -2.30814 -2.92647 -0.544
C -0.53598 3.05835 -1.61558 -0.730
C -0.79497 0.78034 -1.82107 0.214
C 0.57083 -0.04285 1.19100 -1.009
C -2.39362 -2.43668 0.90093 -1.156
C -1.49938 3.88713 2.35927 0.343
C -0.90698 -3.05251 -0.98405 -0.248
C -2.00687 1.31277 -1.27602 -0.376
C -2.13949 -2.52717 -0.59114 0.796
C -3.05926 -2.11995 -1.57232 -0.369
C 0.09473 1.85880 -2.04951 -0.361
C -0.79751 -0.67115 1.42264 0.758
C 2.25420 -1.79998 0.28917 -1.846
H 0.53341 0.32039 0.12106 -0.286
H -3.22355 -1.75536 1.11719 0.372
H -3.47832 -2.00279 -3.68880 0.364
H 2.92831 3.05792 -1.40147 0.492
H -2.94721 0.75191 -1.16821 0.384
H -2.67344 3.43344 -0.96917 0.550
H 1.97537 -2.05041 2.92009 0.428
H 1.80715 -2.74143 0.64739 0.379
H -1.68432 4.86325 2.84110 0.407
H -0.13197 4.06112 -1.75790 0.424
H 0.36777 -3.64402 -2.59962 0.408
H 3.34402 -1.98795 0.20754 0.494
H 0.61423 0.85053 1.89539 0.819
H 1.99373 -0.34483 3.39712 0.407
H 2.99074 0.33211 -1.33782 0.430
H 2.98320 3.94518 1.15266 0.423
H 3.07837 1.77802 2.79107 0.348
H -0.63408 -0.26016 -2.12310 0.253
H -2.60643 -3.41356 1.37089 0.397
H -1.31434 -3.04733 -4.36413 0.364
H -4.01722 -1.68691 -1.26821 0.409
H 1.85624 -1.61321 -0.72374 0.140
H 3.47405 -1.12980 2.75911 0.445
H -0.19597 -3.35946 -0.21230 0.365
H -0.63757 -2.51007 2.24145 0.361
H 1.04401 1.78048 -2.59577 0.600
```

## Properties
* LUMO energy: -0.6 eV
* HOMO-LUMO gap: 5.23 eV
* highest occupied orbital energy: -5.82 eV
* E_tot: -1933.1996 a.u.

---

No. 2
# C23H27BN7O5PmS

A molecular structure, C23H27BN7O5PmS in a non-equilibrium geometry (the ωB97M-V functional and the def2-TZVPD basis, OMol25).

Structure (XYZ):
```
65
Properties=species:S:1:pos:R:3:mulliken_charge:R:1
Pm -16.78884 4.50967 5.61749 1.255
S -16.17874 7.12025 7.27070 1.179
O -16.66854 4.04321 3.25415 -0.585
O -18.90945 3.77697 3.65294 -0.579
O -16.32253 2.47517 5.95590 -0.379
O -16.55855 7.83741 8.43002 -0.760
O -15.98186 5.64483 7.51892 -0.677
N -19.15229 3.26222 6.78548 0.216
N -14.23910 4.81972 4.62352 0.459
N -17.13816 7.24406 6.07170 -0.307
N -20.50990 3.61891 6.75530 -0.187
N -18.94066 5.69240 5.96979 -0.147
N -20.04601 5.49064 5.18141 -0.131
N -14.33539 1.73470 5.12144 0.013
C -10.85566 9.26259 5.50633 -1.332
C -14.05434 5.69442 3.61266 0.093
C -11.87914 4.90614 3.12808 -0.513
C -18.60415 7.14891 6.02574 -0.697
C -12.06156 3.95642 4.10565 -0.677
C -20.08641 5.46178 3.86374 0.283
C -14.67012 8.60364 5.63461 -0.239
C -13.51385 7.24666 7.24460 -0.867
C -13.49991 2.75389 5.82376 -1.412
C -18.23082 5.64036 2.43245 0.018
C -19.36225 6.23230 2.90276 -0.997
C -14.69237 7.66605 6.64575 0.591
C -20.45997 1.53324 7.57540 -1.143
C -19.10270 2.02209 7.30109 -0.350
C -13.45444 9.30842 5.38983 -0.894
C -12.23379 8.81532 5.90571 1.120
C -13.26497 3.83777 4.82733 0.699
C -15.67506 1.61051 5.26845 0.783
C -16.37794 0.49301 4.60340 -1.421
C -17.90244 4.36779 3.01007 0.176
C -12.33186 7.76877 6.85547 -0.807
C -12.89014 5.85626 2.94691 -0.789
C -21.25501 2.61498 7.29833 -0.259
B -21.16486 4.77402 5.95696 0.300
H -22.10992 4.26329 5.24241 -0.172
H -13.85256 0.98915 4.57422 0.289
H -18.14879 1.50090 7.41949 0.550
H -14.18747 3.15969 6.54976 0.357
H -11.04177 4.78048 2.43606 0.413
H -20.81903 4.71992 3.47790 0.367
H -15.56818 8.91994 5.06591 0.421
H -12.60754 2.38862 6.30022 0.586
H -17.49665 6.17277 1.77753 0.406
H -16.11798 -0.44223 5.13479 0.420
H -12.71123 6.77630 2.33221 0.387
H -20.67029 0.57434 7.91315 0.447
H -13.52514 6.49391 7.99914 0.505
H -10.64798 8.96697 4.42862 0.226
H -19.57951 7.25378 2.62778 0.436
H -11.27838 3.23503 4.34399 0.418
H -19.07223 7.50033 6.99758 0.230
H -22.27189 2.84381 7.65035 0.384
H -13.51168 10.21206 4.74330 0.311
H -16.08964 0.45404 3.52536 0.398
H -18.92167 7.75059 5.14981 0.277
H -10.76109 10.36913 5.49139 0.350
H -10.09660 8.86786 6.15563 0.364
H -14.92231 6.38291 3.38832 0.212
H -17.49086 0.57144 4.69684 0.275
H -21.71252 5.55628 6.75754 -0.149
H -11.38872 7.46432 7.33472 0.256
```

## Properties
* LUMO energy (spin up / spin down): -0.6 / -0.6 eV
* HOMO-LUMO gap (spin up / spin down): 6.02 / 6.04 eV
* highest occupied orbital energy (spin up / spin down): -6.64 / -6.67 eV
* E_tot: -2683.5123 a.u.
* spin multiplicity: 5

---

No. 3
# C23H27BrN6Ti

A molecular structure, C23H27BrN6Ti (the ωB97M-V functional and the def2-TZVPD basis, OMol25).

Structure (XYZ):
```
58
Properties=species:S:1:pos:R:3:mulliken_charge:R:1
Br 3.27844 -1.54968 5.57668 -0.116
Ti -0.44783 0.06078 -0.98595 0.541
N 0.33931 2.05365 -1.22992 0.011
N 1.83736 -0.02445 -0.82839 0.711
N -2.17031 -1.30924 -1.09136 0.160
N -0.67083 0.27369 1.32033 0.838
N -2.25569 1.40771 -0.56618 0.301
N 0.33465 -2.11168 -1.34618 0.004
C 1.75560 -2.42293 -1.10428 -1.449
C -0.56316 -3.10467 -0.70531 -0.441
C -1.75363 0.84115 1.68773 -0.184
C -4.48887 2.88630 0.20712 -0.445
C 4.60250 0.00035 -0.61582 -0.575
C 0.39097 0.58942 3.52826 -0.784
C 3.88407 1.18508 -0.59145 -1.090
C -2.62715 1.47870 0.72598 0.237
C 1.66873 2.37091 -0.71687 -1.184
C 0.16790 1.37355 -2.49334 -0.775
C 2.54144 -1.16217 -0.89607 0.574
C -1.82317 -0.68677 -2.35320 -0.822
C 0.23777 -0.12243 2.33549 -0.054
C 1.93166 -1.67681 3.08241 -1.101
C 3.91948 -1.19088 -0.78837 -1.000
C 2.50974 1.13203 -0.70373 0.652
C 1.03655 -1.24104 2.12495 0.625
C -2.98037 2.09046 -1.45629 -0.188
C -2.00935 -2.77027 -1.02411 -1.164
C 2.05555 -0.97147 4.27064 -0.043
C -3.73942 2.19489 1.14147 -1.062
C -4.09179 2.84331 -1.11952 -1.016
C 1.29094 0.16588 4.48869 -0.784
H -0.28486 2.84054 -1.11811 0.353
H -4.00052 2.21742 2.19147 0.518
H -0.32225 -4.12087 -1.02440 0.385
H -0.40267 -3.04438 0.37084 0.395
H 1.09182 1.15988 -3.02085 0.353
H 1.84538 -3.06664 -0.22647 0.392
H -1.53231 -1.39919 -3.12194 0.277
H -2.66323 2.02919 -2.48936 0.372
H 2.18177 -2.98754 -1.93586 0.613
H -4.63219 3.37657 -1.88841 0.456
H -3.07546 -1.02260 -0.74365 0.310
H -0.15600 1.50717 3.70394 0.593
H 1.56437 2.74884 0.30335 0.368
H 0.93323 -1.78962 1.20190 0.021
H 4.38241 2.14031 -0.49720 0.561
H 0.19147 -2.16885 -2.35179 0.312
H -2.32241 -3.22214 -1.96737 0.448
H -2.59772 -0.04354 -2.75073 0.445
H 5.68033 0.00914 -0.52634 0.469
H 1.41076 0.72700 5.40499 0.446
H -2.64946 -3.17060 -0.23991 0.435
H -0.54950 1.86177 -3.14290 0.396
H 2.53249 -2.56052 2.91522 0.494
H -5.35856 3.45524 0.50669 0.467
H 2.15642 3.14660 -1.31257 0.570
H -2.03037 0.90748 2.73755 0.622
H 4.44598 -2.13397 -0.85152 0.553
```

## Properties
* LUMO energy: -6.8 eV
* HOMO-LUMO gap: 7.08 eV
* highest occupied orbital energy: -13.86 eV
* charge: +2
* E_tot: -4644.2307 a.u.

---

No. 4
# C23H27Cl2FeN4O9S

A molecular structure, C23H27Cl2FeN4O9S (the ωB97M-V functional and the def2-TZVPD basis, OMol25).

Structure (XYZ):
```
67
Properties=species:S:1:pos:R:3:mulliken_charge:R:1
Fe 0.10930 0.11336 -0.20212 0.391
Cl -0.88618 -0.61508 4.08006 -0.137
Cl 1.24858 0.41119 2.30128 0.118
S 0.56045 -2.65009 -0.23209 -0.372
O -0.43737 6.03789 -0.39370 -0.630
O 4.23392 0.73343 -0.69160 -0.810
O -1.72894 -0.38929 -1.27370 -0.796
O 5.66085 5.29784 -0.25156 -0.655
O 2.09642 0.18063 -0.51221 0.178
O 0.32499 2.10804 -0.47861 -0.856
O -1.66331 -0.23978 0.91105 -0.706
O 4.25218 6.91150 -0.07680 -0.664
O -1.14443 4.17295 0.40520 -0.549
N -0.25892 4.88374 -0.01841 0.931
N 3.01799 -2.30385 -1.30377 -0.013
N 2.88629 -2.36958 0.97294 0.145
N 4.51994 5.72439 -0.18351 1.050
C -2.30736 -0.41728 -0.16152 1.383
C -4.27017 -1.82906 0.49401 0.630
C 2.18529 -3.41451 -3.36279 -1.336
C -6.02765 0.14510 -0.37316 -1.039
C -5.64703 -1.99453 0.61737 -1.023
C 0.58178 0.34446 3.94192 -0.604
C -4.12713 1.60933 -1.15411 -1.567
C 2.12508 5.22536 -0.14622 -0.390
C 2.25711 -2.42784 -0.20668 -0.326
C 2.44654 -2.10595 -2.63269 -0.393
C 1.09053 4.32226 -0.16765 -0.285
C 3.68808 3.40842 -0.36092 -0.311
C 3.04288 1.04244 -0.55713 -0.012
C -6.53838 -1.01372 0.20231 0.682
C -3.78816 -0.65272 -0.07769 0.560
C -3.32187 -2.92056 0.92839 -1.341
C 2.66837 2.49260 -0.41178 0.148
C 5.19379 -3.31022 0.97809 -1.218
C 4.30108 -2.08904 1.18900 -0.262
C -4.66002 0.34263 -0.52725 1.173
C 3.42423 4.76923 -0.23439 -0.582
C 1.29163 2.90803 -0.34341 0.908
C -8.02669 -1.18660 0.38360 -1.442
H 3.87991 -1.79825 -1.14742 0.257
H -2.52857 -2.52215 1.56261 0.190
H -8.56697 -0.94809 -0.53497 0.350
H 6.24243 -3.04718 1.14036 0.391
H -8.40304 -0.52204 1.16561 0.288
H 4.60080 -1.25562 0.54987 0.048
H 4.70647 3.05485 -0.42761 0.628
H -6.71282 0.91993 -0.70867 0.321
H -3.85212 -3.70334 1.47159 0.371
H 1.44977 -4.00598 -2.81583 0.280
H 3.10628 -3.99471 -3.45521 0.331
H 4.92471 -4.11039 1.67129 0.322
H 5.08831 -3.69543 -0.03822 0.285
H 4.39254 -1.73069 2.21387 0.460
H 1.79503 -3.21613 -4.36430 0.406
H -2.83725 -3.37565 0.06022 0.293
H 2.27603 -2.48371 1.76248 0.296
H -8.27315 -2.21030 0.66904 0.350
H 1.91769 6.27879 -0.04360 0.587
H -4.94424 2.23967 -1.50632 0.374
H -6.03107 -2.91133 1.05656 0.261
H 1.34347 -0.10370 4.56431 0.340
H 1.52503 -1.53823 -2.54036 0.181
H -3.47072 1.37683 -1.99277 0.315
H -3.53253 2.18514 -0.43887 0.307
H 0.36898 1.36074 4.24243 0.347
H 3.16132 -1.49815 -3.18585 0.443
```

## Properties
* LUMO energy (spin up / spin down): 2.2 / 2.2 eV
* HOMO-LUMO gap (spin up / spin down): 7.94 / 7.68 eV
* highest occupied orbital energy (spin up / spin down): -5.73 / -5.48 eV
* charge: -1
* E_tot: -4371.1848 a.u.
* spin multiplicity: 5

---

No. 5
# C23H27CuN9OS3

A molecular structure, C23H27CuN9OS3 in a non-equilibrium geometry (the ωB97M-V functional and the def2-TZVPD basis, OMol25).

Structure (XYZ):
```
64
Properties=species:S:1:pos:R:3:mulliken_charge:R:1
Cu -0.63410 -0.29523 0.14478 -0.001
S 1.35309 -4.33781 -4.87526 -0.298
S -4.05937 -3.38097 0.45978 -0.156
S -2.35043 1.86325 -3.73891 -0.230
O 1.55919 2.33398 0.28618 -0.693
N -0.79875 -0.20367 2.16006 -0.184
N -1.78272 0.99359 -1.41028 0.082
N -0.22542 2.53046 -2.24750 -0.280
N 3.88098 -3.58217 -4.43825 -0.314
N 3.54168 2.20587 1.40111 0.123
N -2.04966 -1.94267 0.48313 0.020
N 1.12731 -1.10541 -0.96198 0.139
N -1.99017 -0.76047 3.92877 -0.075
N -2.94373 0.37406 -1.76840 -0.473
C -4.50422 0.14596 -3.69185 -0.456
C 0.84388 1.31120 3.44013 0.208
C -2.76231 -2.65598 -0.31677 -0.213
C -5.68028 1.07855 -3.41355 -1.077
C -0.83393 0.66894 5.62253 -1.013
C -3.34554 0.69905 -2.96581 0.306
C -0.22600 0.40491 3.24540 0.009
C 0.19446 1.56788 5.80584 -0.559
C 1.47778 -0.57572 -2.11735 -0.317
C 1.38704 -2.37065 -0.75010 -0.358
C 2.60617 -3.57126 -4.14298 -0.076
C 1.84520 -3.24364 -1.74094 -0.609
C -1.81368 -0.91205 2.60095 0.745
C 2.04600 -1.33612 -3.11171 -0.819
C -2.64288 -1.72268 1.69931 -0.460
C 1.02210 1.86695 4.69590 -0.559
C 2.17976 -2.71651 -2.96376 0.356
C -1.35564 1.79665 -2.33149 0.453
C 2.58325 1.78724 0.54221 0.471
C -1.00452 0.11386 4.38402 0.568
C -3.79679 -2.41499 1.84802 -0.242
C 4.67319 1.40042 1.73690 -0.976
C 3.38360 3.49241 2.11362 -0.909
H 4.07243 4.29516 1.75683 0.290
H -6.56388 0.75237 -3.95598 0.368
H 1.77779 2.63029 4.82861 0.299
H -4.31948 0.05189 -4.74220 0.334
H -0.10803 3.11790 -3.01637 0.160
H -2.53727 -2.83714 -1.33665 0.481
H 4.73785 0.52983 1.12762 0.316
H 3.60359 3.33768 3.19668 0.305
H 5.59895 1.97927 1.52348 0.350
H 2.34813 3.74371 1.89564 0.312
H 4.33313 -4.18663 -5.12010 0.248
H -4.68957 -0.83737 -3.39342 0.278
H -5.92241 1.17721 -2.36210 0.319
H -2.82109 -1.07542 4.48296 0.298
H 1.19232 -2.69767 0.27071 0.476
H 0.27944 2.03456 6.81299 0.348
H 2.01940 -4.30849 -1.49303 0.409
H -4.44845 -2.36526 2.71174 0.384
H -5.55661 2.08114 -3.85852 0.325
H 2.43430 -0.78899 -3.95450 0.423
H 0.21818 2.61828 -1.30320 0.222
H 2.85173 0.80191 0.04389 -0.045
H -1.39444 0.43047 6.52698 0.361
H 1.31824 0.47326 -2.08945 0.703
H 4.42517 -3.15309 -3.73272 0.239
H 4.65646 1.07321 2.78770 0.299
H 1.58956 1.61467 2.78066 0.365
```

## Properties
* LUMO energy: -2.2 eV
* HOMO-LUMO gap: 8.20 eV
* highest occupied orbital energy: -10.42 eV
* charge: +1
* E_tot: -4295.5818 a.u.

---

No. 6
# C23H27F8N5O6PS

3 unconnected molecules or ions with the total composition C23H27F8N5O6PS in a non-equilibrium geometry (the ωB97M-V functional and the def2-TZVPD basis, OMol25).

Structure (XYZ):
```
71
Properties=species:S:1:pos:R:3:mulliken_charge:R:1
S 1.01772 -1.52511 -1.51828 -0.277
P 1.36920 0.71069 -1.58411 2.937
F 3.94473 1.25090 -1.14639 -0.365
F 1.64947 -0.06699 3.48852 -0.274
F 5.23712 -0.81933 -1.12460 -0.368
F 3.72059 0.40095 -3.12921 -0.345
F -0.12766 -2.50889 -4.46270 -0.278
F 3.82149 -2.01197 -2.25614 -0.228
F 0.26947 -1.21222 -6.17399 -0.345
F 1.80768 -1.50403 -4.66055 -0.215
O 2.10285 1.67969 1.02671 -0.643
O 0.22964 5.44726 7.94414 -0.622
O -4.85681 -2.08179 -0.03666 -0.575
O 0.26972 5.47093 5.79938 -0.607
O -5.98846 -1.51337 -1.76901 -0.624
O 3.52038 -0.73182 2.50956 -0.534
N 2.95431 4.37126 -2.81334 -0.832
N -5.39431 -2.32544 -1.09228 1.052
N 1.57379 -0.54169 1.25288 -0.041
N -1.30461 0.16604 -0.40169 0.047
N 0.56951 4.99331 6.87022 1.022
C -0.10476 -0.13737 -4.08397 -1.128
C 3.27339 0.28936 -1.85386 -0.093
C 1.75872 2.59432 -1.63964 -1.497
C 1.76602 0.71343 0.40529 -0.284
C 1.73719 3.20800 8.08613 -0.450
C 2.63511 2.12519 5.68453 -0.331
C -5.75420 -5.29742 -3.30854 -0.430
C -5.86663 -4.00519 -2.82377 -0.397
C -0.45534 1.19132 -1.04048 -2.239
C -5.29955 -3.70109 -1.60118 0.205
C 2.35864 -0.45998 2.38887 0.580
C 0.47097 -1.33419 -4.82786 0.839
C 3.88182 -1.04284 -1.32144 0.219
C -5.08303 -6.26217 -2.56953 -0.411
C -4.63179 -4.64779 -0.84864 -0.327
C 2.60262 3.15141 -2.77199 -0.110
C 0.91138 0.82643 -3.45920 -1.220
C -2.66053 0.01673 -0.93710 -0.918
C -4.52566 -5.93805 -1.34045 -0.483
C 2.98493 1.53796 6.89196 -0.592
C 1.40270 3.78235 6.87371 0.251
C 2.53396 2.07633 8.09032 -0.288
C 1.83526 3.25647 5.66988 -0.562
H 1.55854 3.71552 4.73285 0.511
H 1.38474 3.63349 9.01310 0.438
H 2.92282 2.56319 -3.61807 0.348
H 3.52261 -1.37138 -0.35342 0.272
H -4.19520 -4.38669 0.10320 0.446
H 3.61195 0.65656 6.89755 0.396
H -4.00232 -6.68930 -0.76633 0.370
H -6.38442 -3.24898 -3.39352 0.446
H 2.80567 1.61489 9.02963 0.369
H 0.61393 -0.59079 1.57823 0.264
H -0.91399 -0.43168 -3.43200 0.117
H 0.80897 3.10267 -1.74713 0.684
H 2.60071 4.84956 -1.98527 0.286
H 1.73263 0.89572 -4.16347 0.428
H -0.58208 0.41812 -4.88870 0.530
H -1.01708 1.65258 -1.84904 0.417
H 2.21519 2.98389 -0.73863 0.783
H -1.41047 0.40042 0.56823 0.290
H -2.79942 0.49168 -1.90120 0.335
H -4.99086 -7.26888 -2.95454 0.374
H -3.41664 0.35801 -0.23977 0.313
H 0.40522 1.78226 -3.54276 0.588
H -0.24501 -1.80273 -1.84450 0.136
H -0.32028 1.97067 -0.29252 0.697
H -2.85966 -1.04078 -1.08553 0.143
H -6.18656 -5.55057 -4.26626 0.366
H 2.98394 1.70097 4.75432 0.438
```

## Properties
* LUMO energy: 0.9 eV
* HOMO-LUMO gap: 6.06 eV
* highest occupied orbital energy: -5.11 eV
* charge: -1
* E_tot: -3156.1260 a.u.